A structure of composition C9H32AgN2O7V at a distorted geometry, computed with wB97M-V/def2-TZVPD.

```
52
Properties=species:S:1:pos:R:3:forces:R:3
H -0.5125 1.5726 3.2059 -0.6 0.6 -0.2
H 1.1791 -2.3978 3.4831 -0.1 -0.2 0.7
C 3.1487 1.0659 -0.4780 0.0 0.8 -0.4
O -0.8936 -2.0932 -3.2765 0.4 -0.3 2.7
C -0.7894 -0.2184 0.2787 0.1 2.8 3.0
V -2.1905 1.5727 -0.9901 0.4 0.1 0.4
H 3.7834 1.0566 -1.3641 -0.1 0.0 0.0
C -1.1763 -1.7984 -4.6195 -1.1 -0.5 0.3
C -0.4371 -2.7753 -5.3965 1.3 -1.4 -3.2
H 2.4919 -4.7538 3.0006 -0.4 0.3 0.9
H 1.7040 2.6993 -0.9430 0.1 -0.1 -0.6
H 2.9504 -2.3351 3.7571 -0.1 0.1 -0.1
H 1.3998 -4.1927 1.8101 -0.1 0.3 -0.3
H 0.7738 0.8649 3.6354 0.8 -0.9 0.4
H -0.9336 -0.7734 -4.8995 0.1 0.1 0.3
H 1.2741 1.5839 0.9444 -0.2 0.1 -0.1
H -3.4724 -2.1631 1.1393 -0.4 1.1 0.2
C 2.4705 2.4666 -0.2039 1.2 -1.9 -1.6
N -2.6641 -2.5168 1.6308 -1.8 -2.3 -0.6
H -1.5016 -1.7022 -2.6448 -0.4 0.9 -0.7
H -1.8095 -1.9822 1.5678 1.5 1.9 0.1
H -0.1915 0.2612 2.3865 0.1 -1.0 -0.8
C 2.1619 -2.5057 3.0242 -0.5 -0.9 -0.5
H -3.3278 4.2691 -1.0135 -0.2 0.0 -0.1
C -1.8113 4.4105 0.2588 0.8 0.5 -0.1
O 2.2259 -1.5200 2.0157 0.5 0.8 -0.1
Ag -0.7486 -2.8097 -0.8021 0.7 0.3 -0.6
O -0.5287 -1.1150 1.1241 1.4 -2.5 1.8
H 0.1238 5.1386 -0.3918 0.0 -0.1 -0.4
H -1.2160 3.7241 0.8610 0.0 -0.6 -0.6
O -1.3618 -0.4742 -0.7410 -2.9 -2.9 -6.3
H 3.7239 0.6830 0.3650 0.3 0.7 0.2
H 1.3958 -1.5312 1.5337 -0.1 0.0 -0.1
H -2.9342 -2.9010 2.5250 0.0 0.2 0.6
N -0.1590 0.6340 3.3246 -0.2 2.0 0.6
H 3.1834 3.2909 -0.2254 0.1 -0.2 0.4
O -0.6954 1.0049 0.5599 0.7 1.8 1.0
C 2.2775 -3.8848 2.3785 0.9 -0.7 0.2
H 3.1873 -3.9223 1.7793 -0.3 0.4 -0.6
O 1.8613 2.3403 1.0127 -1.0 0.6 2.6
H -2.3110 4.9703 1.0493 -1.1 -0.1 -0.5
H -2.4735 -3.3176 1.0455 0.2 -0.9 0.0
H 2.4133 0.2673 -0.5753 -0.5 0.1 -0.4
H 0.5884 -3.0754 -5.1810 0.2 1.0 0.6
H -0.4355 -2.3264 -6.3898 0.5 -0.1 -0.4
O -2.6427 3.6756 -0.6975 0.0 -0.4 1.3
H -0.7714 0.2029 4.0022 0.3 -0.6 0.3
H -1.0895 6.3938 -0.2894 0.0 0.0 0.4
H -1.2278 5.3519 -1.5990 0.4 -0.5 -0.1
C -0.9346 5.3466 -0.5491 0.2 0.9 0.2
H -0.8460 -3.7598 -5.6241 -0.9 0.1 0.7
H -2.2311 -2.0020 -4.8040 -0.2 0.5 -0.1
```
Positions in Å, forces in eV/Å.

Its spin multiplicity is 5. The net charge is +2. Its expectation value of S² is 6.002. As for the energy relative to the best compared isomer or geometry (same formula, charge and spin): 37.1 kJ/mol.

Löwdin population analysis, charges in e, atoms 1 to 2: 0.144 0.090

---

A cluster of 7 separate species, C9H32N4O7 in total at a distorted geometry, computed with wB97M-V/def2-TZVPD.

```
52
Properties=species:S:1:pos:R:3:forces:R:3
H 7.9400 -29.9520 -10.6720 0.4 0.0 0.0
N 9.4040 -25.6800 -11.3710 -1.1 4.8 -3.2
H 6.2140 -28.4620 -9.7390 0.7 0.6 1.3
C 8.4110 -29.2450 -14.9120 0.3 -0.5 -1.2
H 10.2380 -25.5740 -11.9900 -1.3 0.0 0.9
H 7.5370 -29.9060 -14.9400 0.5 -0.4 0.0
O 8.3090 -23.7560 -15.1440 -1.1 -0.2 -2.1
H 5.2740 -28.7290 -14.2280 -0.4 -0.5 1.0
H 7.4400 -28.5960 -13.0090 -0.5 -0.5 -0.4
H 8.5970 -25.0010 -11.4070 1.8 -0.8 -0.1
C 9.2640 -26.6060 -10.4970 -6.4 -1.4 6.2
C 8.5620 -23.4150 -13.8340 0.6 -3.2 0.8
O 6.3120 -27.1350 -16.5050 -1.8 3.3 3.1
N 10.1920 -27.4980 -10.4980 3.0 -4.7 1.1
H 8.2960 -28.7040 -15.8750 -0.3 0.6 1.0
C 5.8590 -26.1500 -15.7260 4.1 -7.0 -5.8
H 11.7530 -27.2940 -16.6400 0.1 1.0 -0.9
H 4.6960 -24.6290 -15.3920 -0.4 -0.8 -1.0
C 6.8810 -30.1570 -10.5690 0.2 1.5 0.6
C 11.2690 -26.8990 -15.7510 -0.4 1.1 -0.7
H 7.9560 -24.6800 -15.1160 0.5 1.0 -0.5
N 6.4320 -25.8510 -14.6230 3.1 0.1 4.7
H 3.6410 -29.0410 -13.8560 -1.6 -0.2 -0.2
O 11.0300 -25.4440 -15.6100 1.3 -2.5 1.7
H 10.7740 -25.0150 -16.3950 -0.6 0.3 -1.7
H 4.8110 -29.6630 -12.6910 0.3 -0.6 -0.1
H 10.3330 -27.4410 -15.7290 -0.2 0.0 0.6
O 4.0630 -26.5920 -13.3440 -1.9 3.4 -1.5
H 12.0020 -27.2140 -15.0340 -0.2 0.1 1.1
H 9.5620 -23.9260 -13.6820 -0.6 1.3 1.0
H 4.2950 -25.5950 -16.8570 1.0 0.3 1.2
H 10.9920 -27.5290 -11.1640 -1.2 0.1 0.9
N 4.8880 -25.4270 -16.0190 -6.3 4.5 -2.5
H 9.0780 -28.9700 -12.9390 0.9 0.0 0.5
H 9.3890 -29.7850 -15.1250 -1.2 0.3 0.9
H 8.6650 -26.8040 -12.7880 -0.1 0.0 -1.6
H 6.5560 -30.6800 -11.4230 -0.4 -0.7 -1.1
H 4.7410 -26.3160 -13.9500 -0.1 0.0 -0.3
O 6.1360 -28.9520 -10.5320 -0.6 -0.9 -1.6
H 6.7350 -30.7610 -9.7040 -0.2 -0.6 0.8
C 4.5520 -28.8630 -13.3650 2.0 1.1 0.2
O 8.5660 -27.1400 -13.7260 1.4 2.4 1.6
H 7.0350 -26.6150 -14.2800 0.2 1.1 0.1
H 7.8040 -24.0270 -13.2880 0.5 0.8 0.8
C 4.5870 -27.5270 -12.5680 2.6 -3.5 -0.2
O 8.1930 -26.6950 -9.6210 4.9 0.6 -4.3
C 8.3650 -28.4790 -13.5770 -0.7 -2.6 -0.6
H 6.2430 -25.0350 -14.0270 -0.1 -0.8 -0.6
H 5.6800 -27.3780 -12.3290 -0.9 0.2 0.1
H 8.4480 -22.3790 -13.5750 0.3 0.5 -0.2
H 10.0320 -28.3280 -9.8630 0.5 1.6 -1.2
H 4.0510 -27.5640 -11.6700 -0.7 -0.3 1.5
```
Positions in Å, forces in eV/Å.

As for the energy relative to the best compared isomer or geometry (same formula, charge and spin): 407.8 kJ/mol. Its SMILES is NC(N)=O.NC(N)=O.CCO.CCO.CO.CO.CO.

Löwdin population analysis, charges in e, atoms 1 to 2: 0.061 0.139

---

A cluster of 8 separate species, C9H32O9 in total at a distorted geometry, computed with wB97M-V/def2-TZVPD.

```
50
Properties=species:S:1:pos:R:3:forces:R:3
H 3.6108 -3.4217 -1.3801 0.3 0.5 0.0
O -0.8332 2.3701 -4.4036 0.4 0.3 -0.2
H 2.0205 -3.6008 -2.0156 -0.3 0.4 -0.3
C 0.7259 0.4736 0.1435 -0.5 2.2 1.0
H -3.5860 0.8947 -1.3412 -0.1 0.0 -0.5
H -1.4078 1.1794 -2.8090 0.2 -0.3 0.1
H 5.2017 -0.8250 1.2851 0.0 -0.2 0.0
C -2.4116 -1.7090 3.6451 -0.1 0.1 -1.3
H 0.4799 1.4330 -0.3563 -0.2 0.0 -0.7
C 4.9461 0.1852 1.6438 -0.4 -0.8 0.0
C -0.7036 -0.1422 0.3928 0.0 -0.5 0.9
H -4.7173 2.2196 -1.6341 0.0 0.2 0.0
H -4.1083 -3.4257 0.4488 -0.7 0.6 0.1
O 3.8124 0.1508 2.4811 0.7 0.3 -0.5
H -2.9239 -2.6104 4.0012 -0.2 0.1 0.1
H 2.9040 3.9264 -1.5235 0.4 0.3 0.3
O -1.9899 -0.8570 4.7020 0.0 -0.6 0.2
C -0.4975 1.4987 -3.3141 -0.2 0.4 0.1
H 2.6010 -1.9003 -1.6198 0.3 -0.1 -0.6
H -2.9544 2.4672 -1.8029 0.1 0.4 0.4
H 4.7421 0.7601 0.7373 0.3 0.4 0.1
O -3.7398 -1.3267 0.5384 -0.4 -0.4 0.0
O 3.0967 2.9275 0.3161 0.0 0.1 -0.9
H 4.1059 2.6048 -1.4938 0.2 0.1 0.0
H 2.4973 2.1599 0.5260 -0.4 -0.3 1.1
H 0.1401 0.6612 -3.6022 -0.2 -0.1 -0.2
H -1.6114 -2.0685 2.9934 0.6 0.3 0.6
H 3.0626 0.4308 1.8913 -1.0 -0.2 0.4
H -1.2236 -0.3411 -0.5685 0.4 0.4 -0.8
H 1.3195 -0.1180 -0.5815 -0.2 -0.6 -0.3
O -1.5917 0.4715 1.2689 0.0 -0.5 -1.1
H -2.9125 -0.8287 0.7442 0.2 0.8 0.4
C 2.6236 -2.9585 -1.3651 -0.5 -0.4 1.2
H -3.0477 1.6270 0.5614 0.6 -0.2 0.3
H -0.4843 -1.1983 0.6864 0.1 -0.4 0.6
H 2.3703 2.3205 -1.5405 0.1 -0.3 0.2
O -3.7634 2.1745 0.1754 0.0 0.9 -0.2
C 3.1471 2.9487 -1.0891 -0.6 -0.1 -0.3
O 2.1632 -3.0621 -0.0163 0.1 -0.4 -0.2
C -3.3662 -2.6381 0.2543 0.4 -0.7 0.0
H -2.5514 -2.9900 0.8988 0.4 0.3 -0.3
H -1.4112 1.9455 -5.0391 0.0 -0.3 0.2
O 1.4970 0.8720 1.2383 0.4 -0.7 -0.7
H 5.8292 0.5270 2.1915 0.0 0.4 -0.1
C -3.7378 1.9762 -1.2142 -0.1 -1.5 0.3
H -3.0029 -1.1439 2.9207 -0.4 -0.1 0.3
H 0.0857 2.0913 -2.6128 -0.1 0.0 0.0
H -3.1151 -2.7544 -0.8075 0.4 -0.1 0.0
H 1.4255 -2.4520 0.1173 0.1 0.2 0.0
H -2.7154 -0.9247 5.3277 0.1 0.3 0.2
```
Positions in Å, forces in eV/Å.

The net charge is -2.

Löwdin population analysis, charges in e, atoms 1 to 2: 0.065 -0.146

---

A structure of composition C9H33B3NNaO at a distorted geometry, computed with wB97M-V/def2-TZVPD.

```
48
Properties=species:S:1:pos:R:3:forces:R:3
C -0.4798 1.8699 -0.8401 0.5 -1.7 -0.3
H 4.5166 1.3447 2.0933 0.1 0.2 -0.6
H -0.7398 2.1719 -2.9761 -0.4 -0.3 -0.1
B 0.6464 -2.9210 2.3658 -0.2 0.2 0.2
H -0.3921 -2.3841 2.4507 -1.4 1.0 0.5
H 2.8922 1.8943 2.3089 -0.1 -0.1 0.0
H -1.6683 2.5729 1.1575 -0.3 0.1 0.5
H -1.7803 -2.9610 -1.6762 0.6 0.1 -1.3
H 0.5863 -3.9104 2.9804 -0.1 -1.4 0.7
C -3.4320 1.9057 -1.0076 0.4 0.4 -0.1
B -2.4304 -3.2113 -0.7487 -0.5 0.3 -0.1
H -1.8586 -2.9180 0.2101 0.8 0.5 1.5
H 0.7797 -3.5087 -1.0921 -0.7 -0.9 0.8
O 2.3027 0.0510 0.1164 -0.3 0.3 -0.1
C 3.4751 1.0648 1.8934 0.6 0.4 0.9
C -0.2956 1.4268 -2.3070 0.4 1.3 -0.3
Na -0.2218 -1.3800 -0.0397 0.2 -1.2 0.0
H 4.0836 2.7479 -0.1057 0.1 0.0 -0.2
H -3.4202 2.5514 -0.1264 -0.2 -0.1 0.1
C -0.2930 1.2077 2.1803 -0.6 0.7 -0.1
H 2.9394 2.1079 -1.3478 0.0 0.0 0.0
H -3.1970 0.0042 -0.0204 0.2 -0.5 -0.2
H -2.3937 0.0883 -1.6344 -0.4 -0.4 0.1
H 4.4460 1.2273 -1.0144 0.2 0.4 -0.2
H 0.4054 2.0444 2.0995 0.3 -0.2 -0.1
H 0.7630 1.4855 -2.5705 0.0 -0.3 0.1
C -1.5073 1.4964 1.2879 0.3 -1.3 -0.9
H 0.3472 -2.3556 -2.5312 -0.9 0.5 -1.1
B 1.1994 -2.7091 -1.8180 0.0 -0.5 -0.2
H 3.3345 0.1873 2.5226 -0.6 -0.2 -0.4
H 2.1073 -3.2119 -2.3544 1.2 -0.4 -1.0
H -4.4735 1.8007 -1.3155 0.0 -0.5 0.1
H 0.7417 -3.1137 1.2334 0.6 -0.4 -1.4
H 1.5117 -2.2786 2.8228 1.2 1.1 0.5
C 3.6677 1.8605 -0.5801 0.0 -0.5 0.5
C -2.6258 0.6137 -0.7143 0.1 1.4 0.0
C 3.0669 0.9139 0.4465 0.0 -0.3 0.4
H -2.9609 2.5181 -1.7832 0.1 -0.2 -0.1
H -0.5967 1.1691 3.2275 0.0 -0.2 0.0
H 0.1603 0.2612 1.9011 0.2 0.0 0.2
H 0.5220 1.8100 -0.4138 -0.1 0.1 0.4
H -0.7923 2.9140 -0.7233 -0.4 0.1 -0.2
H -2.7591 -4.3200 -0.6060 -0.2 -1.6 -0.1
H 1.5998 -1.8455 -1.1807 0.8 1.6 0.9
H -0.6351 0.4268 -2.5587 0.0 0.0 0.2
H -2.3930 0.9615 1.6353 0.0 0.4 0.5
N -1.3211 0.9202 -0.0716 0.0 1.0 0.1
H -3.4278 -2.5911 -0.7754 -1.4 1.0 -0.1
```
Positions in Å, forces in eV/Å.

The net charge is -2.

Löwdin population analysis, charges in e, atoms 1 to 2: -0.242 0.069

---

no.,electronic energy (eV)
1,-56833.1535
2,-30140.9177
3,-28274.1695
4,-19847.0020